Below is a cluster of 11 separate species, C29H80O15 in total in a non-equilibrium geometry, with properties calculated with wB97M-V/def2-TZVPD.

The geometry in ORCA input format:
```
! RIJCOSX wB97M-V def2-TZVPD def2/J DEFGRID3
* xyz 0 1
C -1.940 0.813 4.113
C -0.527 0.181 4.267
C -0.070 0.377 5.712
O -0.683 -1.209 4.114
H -2.251 0.736 3.071
H -1.821 1.840 4.458
H -2.739 0.279 4.627
H 0.210 0.522 3.539
H 0.669 -0.376 5.989
H -0.823 0.286 6.494
H 0.503 1.294 5.852
H -1.108 -1.369 3.269
C 1.958 -3.648 1.227
C 0.838 -4.709 1.348
C 0.224 -4.754 2.765
O -0.229 -4.267 0.485
H 1.545 -2.731 1.649
H 2.426 -3.508 0.253
H 2.767 -3.884 1.919
H 1.170 -5.696 1.028
H -0.606 -5.458 2.701
H -0.285 -3.845 3.087
H 0.943 -5.012 3.543
H 0.209 -4.260 -0.368
C -3.071 1.617 -4.163
C -2.956 0.150 -4.112
C -1.991 -0.452 -5.127
O -2.741 -0.212 -2.765
H -3.385 1.895 -5.169
H -2.140 2.119 -3.898
H -3.858 1.850 -3.445
H -3.921 -0.290 -4.364
H -2.020 -1.540 -5.065
H -1.011 -0.093 -4.813
H -2.214 -0.058 -6.118
H -3.613 -0.404 -2.413
C -6.518 -0.201 0.486
C -5.481 0.471 -0.436
C -4.049 0.556 0.212
O -5.314 -0.259 -1.635
H -6.520 0.277 1.465
H -6.312 -1.252 0.693
H -7.517 -0.059 0.076
H -5.817 1.484 -0.659
H -3.302 1.076 -0.387
H -3.633 -0.440 0.359
H -4.090 1.160 1.118
H -6.142 -0.708 -1.819
C 4.982 -1.204 3.659
C 3.857 -0.771 2.768
C 3.349 0.581 3.250
O 4.420 -0.830 1.452
H 5.361 -2.182 3.360
H 4.693 -1.339 4.701
H 5.851 -0.548 3.705
H 3.031 -1.482 2.805
H 3.195 0.547 4.329
H 2.528 1.028 2.689
H 4.157 1.293 3.088
H 3.813 -0.517 0.777
C 0.679 5.511 3.180
C -0.529 5.569 2.241
C -0.737 4.253 1.458
O -1.569 5.963 3.033
H 1.630 5.325 2.681
H 0.519 4.763 3.957
H 0.717 6.458 3.717
H -0.304 6.354 1.518
H 0.010 3.947 0.726
H -1.713 4.189 0.979
H -0.884 3.385 2.101
H -1.695 5.422 3.817
C 2.190 -2.385 -2.656
C 0.763 -2.795 -3.043
C 0.625 -3.356 -4.517
O 0.361 -3.826 -2.209
H 2.190 -2.108 -1.602
H 2.511 -1.445 -3.104
H 2.931 -3.141 -2.917
H -0.007 -2.062 -2.801
H 1.327 -4.167 -4.714
H 0.846 -2.553 -5.220
H -0.414 -3.679 -4.583
H 0.359 -4.616 -2.754
O -2.883 -4.614 0.921
C -3.471 -3.285 0.864
C -3.154 -2.462 2.114
O -1.805 -2.003 1.888
H -1.942 -4.562 0.738
H -3.165 -2.803 -0.064
H -4.554 -3.328 0.743
H -3.166 -3.109 2.991
H -3.778 -1.579 2.254
H -1.279 -2.722 1.531
O 3.614 2.732 -1.043
C 4.841 1.930 -0.996
C 4.821 0.998 -2.183
O 4.800 1.711 -3.439
H 3.759 3.442 -1.673
H 5.696 2.596 -1.112
H 4.897 1.328 -0.089
H 4.093 0.197 -2.054
H 5.750 0.443 -2.318
H 3.863 1.806 -3.623
O 1.851 3.682 -5.868
C 1.832 3.962 -4.503
C 0.951 2.988 -3.625
O 1.715 1.775 -3.394
H 2.747 3.759 -6.206
H 2.862 3.933 -4.145
H 1.434 4.968 -4.373
H -0.039 2.821 -4.051
H 0.697 3.442 -2.668
H 1.235 1.399 -2.653
O 2.448 0.469 -0.150
C 1.082 0.576 0.344
C -0.009 -0.208 -0.422
O -0.282 0.300 -1.673
H 2.639 1.299 -0.593
H 1.013 0.155 1.347
H 0.772 1.621 0.348
H -0.873 -0.281 0.239
H 0.342 -1.234 -0.532
H -1.161 -0.009 -1.905
*
```

The calculation puts the molar mass at 668.94 g/mol. The max |F| comes out at 2.82 eV Å⁻¹. The calculation puts the HOMO-LUMO gap at 9.93 eV. The calculation puts the total energy at -2281.40543 Eh. Its SMILES is CC(C)O.CC(C)O.CC(C)O.CC(C)O.CC(C)O.CC(C)O.CC(C)O.OCCO.OCCO.OCCO.OCCO.

***

Below is a cluster of 13 separate species, C29H84O13 in total in a non-equilibrium geometry, with properties calculated with wB97M-V/def2-TZVPD.

The geometry in ORCA input format:
```
! RIJCOSX wB97M-V def2-TZVPD def2/J DEFGRID3
* xyz 0 1
C -13.140 20.136 19.850
C -14.487 19.440 19.702
O -15.169 19.351 21.020
H -12.425 19.539 20.416
H -13.249 21.110 20.326
H -12.736 20.408 18.875
H -14.471 18.454 19.237
H -15.111 20.001 19.007
H -14.659 18.822 21.638
C -21.386 15.592 21.295
C -22.074 16.888 21.812
O -21.558 18.029 21.206
H -21.876 15.284 20.371
H -21.322 14.741 21.973
H -20.352 15.763 20.996
H -21.832 16.873 22.875
H -23.161 16.841 21.754
H -20.631 18.039 21.455
C -18.338 3.310 12.737
C -18.589 4.239 13.934
O -19.798 3.836 14.568
H -17.271 3.154 12.578
H -18.794 3.676 11.817
H -18.635 2.287 12.969
H -18.572 5.313 13.748
H -17.787 3.975 14.623
H -19.794 4.357 15.374
C -12.982 7.973 10.734
C -12.345 7.370 9.510
O -13.154 7.383 8.315
H -12.492 7.749 11.682
H -14.021 7.663 10.849
H -12.862 9.056 10.753
H -11.940 6.367 9.647
H -11.441 7.918 9.242
H -12.771 6.707 7.751
C -19.900 19.289 9.949
C -20.527 19.238 11.319
O -21.783 18.659 11.184
H -19.517 18.312 9.656
H -19.097 20.001 10.140
H -20.460 19.813 9.175
H -20.563 20.217 11.796
H -20.031 18.588 12.041
H -22.259 18.764 12.011
C -19.210 9.755 5.454
C -18.853 9.122 4.131
O -17.473 9.038 3.929
H -20.129 9.451 5.955
H -19.126 10.839 5.371
H -18.376 9.479 6.099
H -19.349 9.538 3.254
H -19.234 8.106 4.025
H -16.994 8.458 4.527
C -12.878 14.463 6.789
C -12.430 15.427 5.664
O -12.172 16.616 6.373
H -13.368 13.692 6.196
H -13.757 14.772 7.354
H -12.072 14.198 7.474
H -13.259 15.562 4.970
H -11.480 15.051 5.286
H -12.443 17.336 5.797
C -23.371 6.396 22.074
C -22.431 7.289 21.300
O -22.615 7.127 19.858
H -24.391 6.778 22.109
H -22.997 6.356 23.097
H -23.466 5.402 21.636
H -21.402 7.132 21.624
H -22.719 8.320 21.504
H -22.073 7.815 19.466
C -15.282 10.522 20.736
C -14.352 10.641 19.531
O -14.670 9.621 18.660
H -16.352 10.581 20.538
H -15.040 11.144 21.598
H -14.979 9.543 21.108
H -13.349 10.446 19.910
H -14.332 11.630 19.074
H -14.021 8.914 18.665
C -26.541 15.844 16.053
C -26.757 17.273 16.230
O -25.601 18.046 16.170
H -25.977 15.493 15.190
H -27.530 15.398 16.161
H -25.931 15.347 16.807
H -27.262 17.495 17.170
H -27.458 17.526 15.435
H -25.325 18.459 16.992
C -8.139 15.411 14.127
C -8.624 16.806 13.698
C -10.155 16.892 13.431
O -8.238 17.657 14.637
H -7.050 15.397 14.176
H -8.343 14.556 13.482
H -8.669 15.199 15.055
H -8.255 17.005 12.691
H -10.402 17.862 13.000
H -10.880 16.934 14.244
H -10.406 16.089 12.737
H -8.667 18.451 14.308
C -18.139 13.143 14.163
C -19.466 12.344 14.424
C -19.896 11.457 13.186
O -19.283 11.420 15.468
H -17.965 14.077 14.696
H -18.183 13.480 13.128
H -17.186 12.635 14.309
H -20.139 13.175 14.637
H -20.866 10.972 13.290
H -19.077 10.777 12.947
H -19.985 12.141 12.342
H -18.433 10.974 15.492
C -27.327 12.326 8.755
C -28.692 11.947 9.227
C -29.433 13.043 9.976
O -29.347 11.726 8.017
H -27.350 13.051 7.941
H -26.711 11.473 8.474
H -26.762 12.840 9.532
H -28.684 11.016 9.793
H -29.659 13.885 9.322
H -28.937 13.347 10.898
H -30.404 12.694 10.329
H -29.249 12.389 7.330
*
```

The calculation puts the molar mass at 640.98 g/mol. The max |F| comes out at 5.08 eV Å⁻¹. The calculation puts the HOMO-LUMO gap at 10.27 eV. The calculation puts the total energy at -2133.10199 Eh.

***

> The highest max |F| belongs to which entry?

C29H84O13